# 1
Here is a single C5H5BrN2O3 molecule in a non-equilibrium geometry from the Open Molecules 2025 dataset. Energies are from ωB97M-V with the def2-TZVPD basis set.

ORCA input file:
```
! RIJCOSX wB97M-V def2-TZVPD def2/J DEFGRID3
* xyz 0 1
H -1.45891 -0.03252 0.03911
C 1.63066 1.08849 0.06726
H 2.38145 1.89837 0.08329
H 0.23916 -2.47777 -1.82883
C 0.29807 1.00984 0.36206
H -0.60865 -0.45206 1.35924
N 1.94211 -1.27626 -0.51240
O 0.01377 -3.74864 -0.19528
N -0.02298 -2.75750 0.45938
H -0.29873 1.76531 0.83974
C -0.50760 -0.25179 0.32673
C 2.38684 -0.12811 -0.28231
O -0.19420 -2.58378 1.63783
Br 4.26801 0.02882 0.02493
C 0.15941 -1.43633 -0.32231
O -0.32102 -1.71796 -1.56708
*
```

Summary:
ΔE to the lowest compared entry with this formula, charge and spin ... 23.7 kcal per mole
Strongest force on any atom ... 3.7 eV/A
Total energy ... -3102.6027 hartree
SMILES ... O=[N+]([O-])[C@@]1(O)CC=CC(Br)=N1

Here are the natural (NBO) charges for atoms 1 to 8, given in e: number 1, H, carries 0.252; number 2, C, carries -0.324; number 3, H, carries 0.246; number 4, H, carries 0.503; number 5, C, carries -0.068; number 6, H, carries 0.274; number 7, N, carries -0.437; number 8, O, carries -0.346



# 2
Here is 2 unconnected molecules or ions with the total composition C2HN2O4 in a non-equilibrium geometry from the Open Molecules 2025 dataset. Energies are from ωB97M-V with the def2-TZVPD basis set.

ORCA input file:
```
! RIJCOSX wB97M-V def2-TZVPD def2/J DEFGRID3
* xyz -1 1
C 1.82353 -0.36752 0.08471
O 1.99228 -0.45416 -1.08412
C -0.60534 0.91480 0.09298
H -2.23811 -0.84940 -0.45257
O 0.47655 1.58066 0.17115
O 2.04333 -0.29088 1.24277
N -1.33519 -1.25219 -0.17713
N -0.38554 -0.56231 0.11672
O -1.77150 1.28102 0.00548
*
```

Summary:
ΔE to the lowest compared entry with this formula, charge and spin ... 0.0 kcal per mole
Strongest force on any atom ... 3.0 eV/A
Total energy ... -487.3483 hartree

Here are the natural (NBO) charges for atoms 1 to 8, given in e: number 1, C, carries 1.067; number 2, O, carries -0.592; number 3, C, carries 0.784; number 4, H, carries 0.311; number 5, O, carries -0.735; number 6, O, carries -0.579; number 7, N, carries -0.304; number 8, N, carries -0.210



# 3
Here is 4 unconnected molecules or ions with the total composition C29H35I2N2O13S in a non-equilibrium geometry from the Open Molecules 2025 dataset. Energies are from ωB97M-V with the def2-TZVPD basis set.

ORCA input file:
```
! RIJCOSX wB97M-V def2-TZVPD def2/J DEFGRID3
* xyz -1 1
H -6.10483 -2.40296 -2.53190
H 7.09662 2.92234 -3.65793
H -7.46169 -1.36904 -2.13918
H 0.58663 2.44287 0.07025
H 4.88907 4.01942 -3.47996
O 5.82797 3.38718 0.05214
H 9.06291 -0.20399 0.71483
C -6.55554 2.00790 3.10335
H -0.83136 3.41077 0.66159
C 9.53808 0.56801 0.11112
I -2.19659 0.77825 2.42085
C -6.37377 -1.44167 -2.07795
O -5.73790 -4.38988 -0.17453
C -3.22566 -6.40283 -2.50303
H 9.81803 -1.80969 -4.80135
H -6.16895 -0.35564 -0.25991
H 0.17085 2.51709 1.76948
C -4.59627 -4.12565 -0.44272
H 6.93208 2.27564 -2.02147
H 0.41527 -1.45168 -1.00774
O 9.45948 -0.86555 -3.04681
H -9.81275 2.83675 6.67691
C -9.01519 2.20181 7.06267
C -1.13905 1.28044 0.65242
C -2.26885 -4.48656 -0.42312
C -0.17823 -2.15100 -0.42344
H 5.85039 1.71423 -3.28404
H -9.30634 1.15447 7.00599
O -1.31454 -5.16289 -0.15571
H 1.40333 -3.45592 -0.13857
C -4.11138 0.96350 -0.58547
C -7.32955 2.95034 2.21143
H 4.63114 1.56359 1.76112
C -2.17099 -0.66007 -0.46475
H 4.39723 3.29461 2.14625
C -3.52794 -0.45723 -0.51796
C -1.63716 -1.94045 -0.44194
H 11.06480 -2.07170 -3.59130
H -6.85035 0.97209 2.94335
I -0.25569 1.00329 -2.22323
C -4.41337 -1.52289 -0.53191
C 9.86599 -0.72765 -1.78550
C -0.25333 2.48996 0.76040
O -8.75197 1.42545 4.56309
O 10.62845 -1.45225 -1.20127
C -7.83418 2.01302 5.07443
C 6.38011 2.58981 -2.90638
C -3.89720 -2.78768 -0.47875
H 10.60916 0.59350 0.30129
H 8.20526 -3.17703 -3.46190
H 9.46870 -3.51392 -2.28895
C 3.96626 2.42082 1.66145
H 0.12391 -3.52605 1.19666
H -7.12909 2.71926 1.16584
O -4.82233 1.29117 0.39348
H 9.10887 1.53265 0.36898
O 9.26458 0.34552 -1.27367
H 3.01538 2.18722 2.13286
C -1.29288 0.53508 -0.43032
H 5.91009 4.56928 -2.16090
C 9.28386 -3.28055 -3.33676
H -6.38963 -2.13998 -0.03326
C -5.91105 -1.35370 -0.61114
H -5.89927 -0.67164 -2.68865
O -6.69561 2.36232 4.50024
H -7.04302 3.98488 2.41071
N -3.55890 -5.06148 -0.78833
O 3.69753 2.67524 0.28258
C 0.47023 -3.08038 0.27378
C 5.40247 3.69767 -2.57531
H -5.49918 2.08451 2.87436
N -3.46168 -5.22334 -2.25263
O -3.87636 1.66253 -1.59109
S -2.83780 -7.75629 -3.16009
O -7.80746 2.44122 6.34757
C 9.98738 -2.00216 -3.74316
C -2.50994 -2.99744 -0.44132
O 4.37932 3.24468 -1.68003
H 9.63305 -4.11686 -3.94272
H -8.40333 2.86988 2.38873
H -8.82820 2.46103 8.10219
C 4.74181 3.13442 -0.40429
*
```

Summary:
Strongest force on any atom ... 1.9 eV/A
Total energy ... -3207.2907 hartree

Here are the Löwdin charges for atoms 1 to 8, given in e: number 1, H, carries 0.068; number 2, H, carries 0.080; number 3, H, carries 0.069; number 4, H, carries 0.013; number 5, H, carries 0.121; number 6, O, carries 0.114; number 7, H, carries 0.100; number 8, C, carries -0.197



# 4
Here is a single C6H6 molecule from the Open Molecules 2025 dataset. Energies are from ωB97M-V with the def2-TZVPD basis set.

ORCA input file:
```
! RIJCOSX wB97M-V def2-TZVPD def2/J DEFGRID3
* xyz 0 1
C -0.18925 -0.11207 -0.39637
C -2.62011 0.69278 0.35339
H 0.98906 -1.08470 -1.86840
H -2.55570 1.66335 0.85439
C 2.30458 0.06204 1.05140
H 3.10137 -0.96388 -0.79021
C 1.04704 -0.59483 -0.89420
C 2.25220 -0.52422 -0.25685
H 3.32067 -0.14088 1.45398
C -1.29955 0.24738 -0.07908
H -3.04212 -0.02458 1.06493
H -3.30817 0.77961 -0.49297
*
```

Summary:
ΔE to the lowest compared entry with this formula, charge and spin ... 137.5 kcal per mole
Strongest force on any atom ... 0.7 eV/A
Total energy ... -232.0072 hartree

Here are the natural (NBO) charges for atoms 1 to 8, given in e: number 1, C, carries -0.099; number 2, C, carries -0.695; number 3, H, carries 0.218; number 4, H, carries 0.247; number 5, C, carries -0.126; number 6, H, carries 0.192; number 7, C, carries -0.050; number 8, C, carries -0.397



# 5
Here is 2 unconnected molecules or ions with the total composition C2H7N2O in a non-equilibrium geometry from the Open Molecules 2025 dataset. Energies are from ωB97M-V with the def2-TZVPD basis set.

ORCA input file:
```
! RIJCOSX wB97M-V def2-TZVPD def2/J DEFGRID3
* xyz 1 3
H 1.89551 0.75264 -0.92005
C -0.99263 -0.25539 0.13095
H 1.97278 0.85219 0.84785
H 0.07276 1.37466 0.05123
N -1.88681 -1.17105 -0.02427
O 1.21965 -0.97518 0.27313
H -1.81191 1.52277 0.06235
H 3.00308 -0.31481 -0.26198
H -2.86235 -0.79944 -0.19796
N -0.91325 1.00713 -0.04111
H -1.68911 -2.07163 0.05991
C 1.99228 0.07810 0.01994
*
```

Summary:
ΔE to the lowest compared entry with this formula, charge and spin ... 5.0 kcal per mole
<S²> ... 2.0105
Strongest force on any atom ... 7.3 eV/A
Total energy ... -264.7090 hartree

Here are the natural (NBO) charges for atoms 1 to 8, given in e: number 1, H, carries 0.255; number 2, C, carries 0.664; number 3, H, carries 0.257; number 4, H, carries 0.454; number 5, N, carries -0.748; number 6, O, carries -0.196; number 7, H, carries 0.433; number 8, H, carries 0.228



# 6
Here is a molecular structure, C8H12FIN2O7P2S in a non-equilibrium geometry from the Open Molecules 2025 dataset. Energies are from ωB97M-V with the def2-TZVPD basis set.

ORCA input file:
```
! RIJCOSX wB97M-V def2-TZVPD def2/J DEFGRID3
* xyz 0 1
O 2.38999 -3.26812 0.94029
H 0.04681 -1.91799 -1.06310
N 0.43395 1.01113 -2.20763
H 2.44014 -4.75386 -1.43976
H 2.45313 1.50039 -2.68755
O 2.35280 -5.47641 -0.78534
C -1.84101 2.71892 1.93953
P 1.98124 -4.89230 0.72348
C 1.42223 1.81551 -2.70572
C -2.29498 3.22441 3.13180
C -0.55821 2.85262 -2.94359
H 0.03022 5.36757 2.15119
C -0.77720 1.63294 -2.35311
O -0.33010 -4.53988 -1.30262
H -1.31652 3.57982 -3.18827
H 0.57552 0.10306 -1.79774
C 0.83689 2.96804 -3.16761
H 1.35418 3.80108 -3.61712
C -0.69493 4.59381 2.34543
H -0.35163 3.42650 0.61516
P 0.95654 -2.29199 0.88325
H -1.68704 1.15638 -2.02383
H -1.67304 5.06600 4.24214
O -2.03061 -5.02172 0.35537
O 2.80298 -5.68116 1.72095
I 1.23185 -0.37410 2.38558
S -0.66358 -5.36665 -0.12076
H -3.06454 2.78834 3.74930
O 0.94810 -1.74674 -0.73944
N -0.86445 3.55520 1.47074
F -0.71178 -6.95967 -0.52425
O 0.34478 -5.12142 1.16754
H -2.12635 1.83860 1.38615
C -1.56808 4.41416 3.38911
*
```

Summary:
Strongest force on any atom ... 6.9 eV/A
Total energy ... -2426.7526 hartree

Here are the natural (NBO) charges for atoms 1 to 8, given in e: number 1, O, carries -1.016; number 2, H, carries 0.513; number 3, N, carries -0.513; number 4, H, carries 0.525; number 5, H, carries 0.212; number 6, O, carries -0.923; number 7, C, carries -0.085; number 8, P, carries 2.420



# 7
Here is a single C9H7F2N3 molecule in a non-equilibrium geometry from the Open Molecules 2025 dataset. Energies are from ωB97M-V with the def2-TZVPD basis set.

ORCA input file:
```
! RIJCOSX wB97M-V def2-TZVPD def2/J DEFGRID3
* xyz 0 3
C 1.32028 -2.20324 2.19716
F -2.79286 -0.32322 -1.92357
C -0.14262 1.37305 -2.04628
C -2.73564 0.94921 -2.27707
C 0.83730 0.18326 2.45636
C 1.38876 -2.16823 0.83797
H -1.98067 2.79779 -2.25797
H 0.42246 0.92796 3.10816
N 0.30029 0.63558 -0.89652
C 0.72103 0.24947 1.10761
H 1.60704 -3.14324 2.71444
H 1.32166 -1.02993 4.08738
H 0.45031 2.34502 -2.34063
N 0.71266 -0.62245 -0.99259
C 0.97853 -0.91515 0.29547
C -1.66755 1.75180 -2.20499
C 1.18395 -1.03837 3.01582
F -3.89930 1.38537 -2.57179
H 1.56121 -3.04782 0.26025
N 0.34539 1.22087 0.28755
H 0.06778 0.67228 -2.85675
*
```

Summary:
<S²> ... 2.0471
Strongest force on any atom ... 5.4 eV/A
Total energy ... -710.9590 hartree

Here are the natural (NBO) charges for atoms 1 to 8, given in e: number 1, C, carries -0.242; number 2, F, carries -0.305; number 3, C, carries -0.238; number 4, C, carries 0.764; number 5, C, carries -0.166; number 6, C, carries -0.161; number 7, H, carries 0.230; number 8, H, carries 0.214



# 8
Here is a molecular structure, C36H45CoN5O7S2Se2 in a non-equilibrium geometry from the Open Molecules 2025 dataset. Energies are from ωB97M-V with the def2-TZVPD basis set.

ORCA input file:
```
! RIJCOSX wB97M-V def2-TZVPD def2/J DEFGRID3
* xyz 1 5
N -0.21138 -0.07114 -2.46326
C 2.28508 0.57485 -0.36578
H 3.62899 -1.72294 -0.36625
O 6.82001 -2.29057 0.21701
C 2.64228 -6.12660 3.65312
C 1.76648 -5.87734 -1.07128
C 4.69119 -3.03469 1.51649
C -2.78572 -6.31532 2.54642
H -1.10819 -6.93472 1.30428
H 3.87085 1.92435 -0.69371
C -0.66457 3.02634 3.82125
H -3.77870 0.82863 3.43675
H 3.39663 -1.65608 2.53021
H 2.18145 -3.45822 3.73028
H 1.41980 1.30720 6.60369
O -0.66917 1.79090 1.26859
H -1.26287 -2.45617 -4.60884
C 3.65931 -2.69680 2.38544
C -0.59942 -1.71303 -4.18796
H -2.19280 -0.68151 2.23309
C -1.11115 -3.60315 -0.27583
C 0.92510 0.26845 -3.07860
C 1.37766 -0.37816 -4.22016
H 2.57496 -6.37119 -0.52939
Se -3.01094 1.00150 -2.14426
H 1.55807 -6.01358 3.59006
H -4.02918 -4.65815 0.87800
H -2.41335 -5.09680 -0.65033
C 0.03493 1.84001 3.54795
C -0.95025 -1.00714 -3.05261
C 5.05987 -4.35658 1.31199
C 0.62118 -1.40314 -4.76798
C 3.74902 0.90739 -0.32402
O 1.41947 1.49444 -0.42323
C -4.28423 1.93485 1.66183
H 0.96172 -1.93549 -5.64649
O 1.89361 -0.63332 -0.35671
C -3.64886 0.92717 2.36773
C 0.83184 1.77642 5.82641
C -4.09274 2.00392 0.29043
H 4.07338 0.88476 0.71736
H 0.92372 -5.98021 -3.09467
Co -0.14880 0.06836 -0.03829
C -0.62212 3.56638 5.10418
H 4.33337 -0.09462 -2.15636
S -0.52265 -2.42029 0.79323
C 0.12028 2.94687 6.08999
H -0.76321 -4.75577 -1.89111
C 0.77947 1.23092 4.56175
H -1.44938 -4.61518 2.46186
O 5.60908 -0.59434 1.54481
H 1.47448 1.08343 -2.62712
H -3.86539 -6.49001 2.58174
C 2.99018 -3.70779 3.05214
H 5.88593 -4.58109 0.64850
C 3.34996 -5.04496 2.87750
H -2.38527 -6.64930 3.50549
H 1.88174 -4.09650 0.14103
C -2.77478 0.06310 1.70148
N -0.45894 -3.91430 -1.42107
H -1.23733 3.19532 2.04020
C -3.23639 1.06116 -0.27154
H 4.67386 -6.39119 1.86036
H 1.31121 0.31907 4.32217
Se -2.65839 -1.25607 -2.23488
H 2.91365 -6.07203 4.70940
C 4.38674 -5.35484 2.00193
H 1.74700 -7.44478 -2.57555
H 0.15130 3.38310 7.08102
N -2.20908 -4.33127 -0.02747
H -4.92528 2.64788 2.16309
C -3.08057 -4.18575 1.14055
N -2.54485 0.14426 0.39853
H 0.84020 -6.19484 -0.57976
C 4.62641 -0.07445 -1.10480
H 2.31365 -0.07668 -4.66987
H 1.04765 -2.47830 -1.40838
H 1.08942 -3.61477 -2.75813
C 0.93445 -3.52629 -1.68317
S 5.57940 -1.75765 0.69512
C 1.94335 -4.36805 -0.91523
H -2.67445 -6.99960 0.47243
O 0.44832 0.06152 2.00189
C -2.17090 -7.16094 1.43043
C -2.52167 -4.81550 2.41747
O -1.39657 3.67163 2.88441
C -0.04141 1.20394 2.21689
C 1.77837 -6.35638 -2.52224
H -3.26004 -3.12171 1.28461
H -2.97061 -4.29964 3.27006
N 4.58536 -1.46835 -0.60591
H 2.91119 -7.11808 3.29047
H 2.68554 -6.02348 -3.03290
H -2.26110 -8.22415 1.65566
H -4.58564 2.74804 -0.32181
H 2.93984 -4.07849 -1.25948
H -1.17039 4.48028 5.29596
H 5.65910 0.26704 -1.06477
*
```

Summary:
ΔE to the lowest compared entry with this formula, charge and spin ... 11.0 kcal per mole
<S²> ... 6.0186
Strongest force on any atom ... 1.0 eV/A
Total energy ... -9181.1321 hartree

Here are the Löwdin charges for atoms 1 to 8, given in e: number 1, N, carries -0.014; number 2, C, carries -0.629; number 3, H, carries 0.063; number 4, O, carries -0.284; number 5, C, carries -0.041; number 6, C, carries -0.248; number 7, C, carries -0.293; number 8, C, carries -0.253